{"formula": "C41H70BrIN3NbO28P", "method": "ωB97M-V with the def2-TZVPD basis set", "elements": ["N", "C", "N", "N", "C", "C", "C", "C", "Nb", "I", "P", "O", "Br", "H", "H", "H", "H", "H", "H", "H", "H", "H", "H", "H", "H", "H", "H", "H", "H", "C", "C", "C", "O", "C", "O", "O", "H", "H", "H", "H", "H", "H", "C", "C", "C", "O", "C", "O", "O", "H", "H", "H", "H", "H", "H", "C", "C", "C", "O", "C", "O", "O", "H", "H", "H", "H", "H", "H", "C", "C", "C", "O", "C", "O", "O", "H", "H", "H", "H", "H", "H", "C", "C", "C", "O", "C", "O", "O", "H", "H", "H", "H", "H", "H", "C", "C", "C", "O", "C", "O", "O", "H", "H", "H", "H", "H", "H", "C", "C", "C", "O", "C", "O", "O", "H", "H", "H", "H", "H", "H", "C", "C", "C", "O", "C", "O", "O", "H", "H", "H", "H", "H", "H", "C", "C", "C", "O", "C", "O", "O", "H", "H", "H", "H", "H", "H"], "xyz": [[0.351, -1.708, 3.262], [-0.116, -2.843, 3.605], [0.731, -3.867, 4.168], [-1.497, -3.199, 3.465], [-2.115, -2.472, 2.338], [-1.569, -2.968, 0.932], [-1.088, -1.757, 0.088], [-0.774, -2.099, -1.411], [1.426, -2.191, -1.958], [2.121, -3.914, 0.162], [2.034, -0.044, -0.654], [2.294, -0.449, 1.003], [0.262, 1.413, -0.809], [1.353, -1.659, 3.432], [1.681, -3.529, 4.272], [0.789, -4.591, 3.450], [-1.945, -2.863, 4.317], [-2.025, -1.367, 2.423], [-3.198, -2.707, 2.354], [-2.337, -3.580, 0.437], [-0.715, -3.634, 1.178], [-0.266, -1.268, 0.645], [-1.930, -1.024, 0.085], [-1.226, -3.078, -1.709], [-1.252, -1.352, -2.093], [3.189, -2.226, -2.497], [1.181, -3.621, -3.076], [1.152, -1.103, -3.407], [2.365, 0.374, 1.491], [7.745, -0.864, 2.164], [7.290, -0.089, 0.948], [5.969, 0.607, 1.125], [5.461, 0.641, -0.208], [6.004, -0.405, -0.870], [5.633, -0.782, -1.931], [7.014, -0.969, -0.151], [7.763, -0.227, 3.050], [7.089, -1.716, 2.349], [8.747, -1.266, 2.004], [8.071, 0.613, 0.635], [6.079, 1.613, 1.518], [5.264, 0.055, 1.750], [-3.627, 0.043, -5.410], [-2.327, -0.703, -5.206], [-1.668, -1.139, -6.486], [-0.956, -2.303, -6.079], [-1.605, -2.820, -5.007], [-1.358, -3.875, -4.530], [-2.548, -1.954, -4.542], [-3.492, 0.893, -6.081], [-4.395, -0.616, -5.819], [-4.005, 0.413, -4.455], [-1.644, -0.109, -4.589], [-0.986, -0.394, -6.880], [-2.381, -1.418, -7.268], [2.173, 3.768, 5.309], [3.375, 3.602, 4.408], [3.241, 2.468, 3.434], [4.604, 2.080, 3.231], [5.290, 2.426, 4.348], [6.403, 2.075, 4.587], [4.542, 3.213, 5.157], [1.255, 3.866, 4.731], [2.077, 2.923, 5.986], [2.286, 4.658, 5.931], [3.595, 4.544, 3.900], [2.784, 2.777, 2.493], [2.690, 1.612, 3.835], [-3.903, -7.700, 0.961], [-4.549, -6.475, 1.568], [-6.016, -6.338, 1.260], [-6.205, -4.922, 1.297], [-5.008, -4.354, 0.991], [-4.856, -3.203, 0.748], [-4.016, -5.277, 0.997], [-4.438, -8.609, 1.245], [-3.875, -7.627, -0.127], [-2.870, -7.788, 1.297], [-4.366, -6.447, 2.647], [-6.646, -6.830, 2.001], [-6.287, -6.701, 0.263], [1.173, -0.515, 9.272], [0.113, 0.465, 8.822], [-0.949, -0.142, 7.945], [-1.354, 0.970, 7.144], [-0.299, 1.818, 7.075], [-0.225, 2.742, 6.334], [0.669, 1.465, 7.960], [0.726, -1.382, 9.761], [1.776, -0.853, 8.428], [1.857, -0.037, 9.975], [-0.327, 0.970, 9.688], [-1.791, -0.530, 8.518], [-0.571, -0.929, 7.286], [-1.356, 8.026, 4.093], [-0.158, 7.888, 3.181], [-0.264, 6.752, 2.199], [1.106, 6.403, 1.992], [1.784, 6.761, 3.107], [2.902, 6.439, 3.345], [1.016, 7.529, 3.921], [-2.281, 8.103, 3.520], [-1.427, 7.176, 4.774], [-1.259, 8.919, 4.713], [0.040, 8.836, 2.671], [-0.731, 7.052, 1.262], [-0.790, 5.881, 2.598], [-8.027, -3.854, -0.752], [-8.490, -3.058, -1.951], [-9.782, -2.320, -1.733], [-10.328, -2.263, -3.053], [-9.829, -3.324, -3.739], [-10.222, -3.683, -4.799], [-8.825, -3.921, -3.047], [-7.960, -3.229, 0.138], [-8.704, -4.688, -0.553], [-7.046, -4.285, -0.943], [-7.697, -2.381, -2.282], [-9.628, -1.317, -1.337], [-10.484, -2.856, -1.088], [1.226, 4.379, -7.116], [0.626, 2.995, -7.014], [1.565, 1.893, -7.419], [0.661, 0.889, -7.896], [-0.456, 1.521, -8.326], [-1.327, 1.002, -8.955], [-0.454, 2.825, -7.950], [2.160, 4.445, -6.556], [1.414, 4.646, -8.158], [0.531, 5.123, -6.721], [0.230, 2.829, -6.007], [2.155, 1.518, -6.584], [2.238, 2.174, -8.233], [5.303, 0.770, -4.035], [5.533, 1.658, -5.238], [6.119, 3.002, -4.905], [5.608, 3.828, -5.961], [4.448, 3.266, -6.380], [3.668, 3.794, -7.112], [4.288, 2.030, -5.857], [6.209, 0.647, -3.454], [4.520, 1.179, -3.395], [4.963, -0.215, -4.353], [6.139, 1.135, -5.984], [7.208, 2.995, -4.914], [5.771, 3.401, -3.949]], "atomic_forces_ev_per_a": [[-0.7936, -0.0773, 0.4970], [1.4789, 0.3721, 0.2221], [-0.8728, -0.1319, -0.6424], [0.7088, 0.5783, -0.1476], [-0.8450, -0.1221, -1.2385], [0.5630, 0.4873, 1.2156], [-0.9152, -0.1818, -0.2181], [-0.0356, 0.2780, -0.6191], [-1.1718, -2.2830, 1.2052], [0.0829, 0.3945, -0.4164], [1.3219, 1.0627, 0.6036], [-0.8274, 0.0821, -1.0022], [-0.1378, -0.2200, 0.2971], [-0.0256, -0.0844, -0.3723], [-0.1117, 0.2284, -0.0381], [-0.2295, -0.2539, 0.4040], [-0.0032, -0.4323, 0.0304], [0.1928, -0.6423, -0.0007], [0.5956, 0.1832, 0.2248], [0.3540, 0.4177, 0.0076], [-0.3821, 0.2607, -0.4222], [-0.2416, -0.2713, -0.3220], [0.5415, -0.3420, 0.0826], [0.2973, 0.5274, 0.2146], [0.1510, -0.4415, 0.5476], [-0.0404, 0.3924, -0.4542], [0.0588, 0.4089, -0.1228], [0.3241, -0.1959, 0.4442], [0.1910, 0.2325, 0.0689], [0.2677, -0.3150, -0.1314], [0.1831, -0.3529, 0.6748], [-0.0028, 0.3651, 0.0860], [0.2411, -0.0824, -0.0853], [-0.3569, -0.2278, -0.0067], [0.2913, -0.3285, 0.2253], [-0.0985, 0.2876, -0.1889], [-0.0497, 0.0708, -0.0755], [-0.1296, 0.1414, -0.0201], [-0.0097, 0.0561, 0.0335], [-0.0854, 0.0331, -0.0545], [-0.0874, -0.0033, -0.1552], [0.1253, -0.0847, 0.0047], [-0.2400, -0.0960, 0.3919], [-0.5657, 0.4998, -0.0790], [0.2570, 0.1877, -0.2512], [-0.1937, -0.0983, 0.1010], [0.3353, 0.0140, 0.2052], [-0.2489, -0.3477, 0.0580], [0.2586, -0.1127, -0.2267], [0.0834, -0.0451, -0.0030], [0.1305, -0.0223, -0.1383], [0.0482, 0.0494, -0.0370], [0.0789, -0.0994, -0.0314], [0.0879, -0.2684, 0.0469], [-0.0937, 0.0860, 0.0753], [0.6083, 0.2450, 0.2386], [-0.7839, 0.4281, 0.2842], [-0.2520, -0.0911, -0.4056], [0.0438, 0.0932, 0.3731], [-0.0542, 0.1368, 0.3053], [0.1023, -0.0716, -0.1071], [0.3462, -0.3522, -0.3876], [0.0550, -0.0575, -0.0441], [-0.0079, -0.0909, -0.1699], [-0.0454, 0.0270, -0.0862], [0.1048, -0.2674, 0.0035], [0.1838, -0.0518, -0.0628], [-0.0001, 0.0748, 0.1042], [0.4120, 0.1305, -0.0835], [0.3239, -0.7683, -0.1980], [-0.3921, -0.0958, 0.1927], [0.1475, -0.1520, 0.1340], [0.3682, 0.2658, -0.1008], [-0.3097, 0.0051, -0.0416], [-0.4477, 0.1780, 0.1265], [-0.0380, 0.0618, 0.0502], [-0.1616, 0.0325, 0.0339], [-0.0556, -0.0268, 0.0280], [-0.0771, 0.0841, -0.0147], [-0.0592, 0.1894, -0.0033], [0.1521, -0.0338, -0.0016], [0.3673, 0.2733, 0.0305], [0.4786, -0.6129, 0.3606], [-0.3825, -0.2155, 0.0034], [0.1817, 0.0711, 0.0563], [-0.0418, 0.0974, -0.1993], [-0.3580, 0.0117, 0.1691], [-0.3360, 0.0957, -0.1107], [-0.0619, 0.0508, -0.0180], [-0.1737, -0.0464, -0.0586], [-0.0595, -0.0467, 0.0279], [-0.0696, 0.0286, -0.0855], [-0.0776, 0.1377, -0.1283], [0.1203, 0.0415, 0.0664], [0.1956, 0.1578, 0.3901], [-0.7519, 0.1472, 0.3553], [-0.1912, -0.0826, -0.4113], [0.0918, 0.0502, 0.2215], [0.0452, -0.0282, 0.0291], [0.0669, 0.1896, -0.0214], [0.2131, -0.1207, -0.3138], [0.0642, -0.0001, -0.0568], [0.0024, -0.0905, -0.1693], [-0.0477, 0.0065, -0.0697], [0.0671, -0.0767, -0.0544], [0.1891, -0.0879, -0.0518], [-0.0041, 0.0884, 0.1002], [0.0848, -0.2850, -0.3416], [0.3432, -0.3045, 0.7480], [-0.1182, 0.4000, 0.0923], [0.0261, -0.1280, -0.0017], [0.0808, -0.2006, -0.1987], [-0.0705, 0.0125, -0.0534], [-0.2980, 0.3214, -0.1635], [0.0720, 0.0388, -0.0744], [-0.1350, 0.1423, -0.0041], [0.0065, 0.1391, 0.0172], [-0.0827, 0.0211, -0.0393], [-0.0938, 0.0190, -0.1687], [0.1150, -0.0910, 0.0044], [-1.0539, 0.6284, 0.3391], [0.5501, 0.8733, 0.0972], [0.3444, -0.2667, 0.2297], [-0.4109, 0.0812, -0.2211], [0.0027, 0.1839, -0.1803], [0.0193, 0.0177, 0.0723], [-0.0663, -0.5738, -0.0356], [-1.0172, 0.1698, -0.1151], [0.1901, -0.1680, 0.0538], [-0.1827, -0.0546, -0.0213], [-0.0125, -0.1233, -0.0466], [-0.1890, -0.1732, -0.1752], [-0.1559, 0.0613, 0.0661], [-0.4967, 0.1640, -0.6841], [0.1295, -0.7213, 0.8930], [0.3271, 0.1372, 0.0594], [-0.3351, 0.0185, -0.1045], [0.4485, -0.3187, 0.1954], [1.5555, -0.3697, -0.3318], [0.1616, 0.6087, -0.3767], [0.1085, 0.0745, -0.1526], [0.1166, 0.0685, 0.0637], [0.0890, -0.0269, 0.1245], [-0.0529, 0.1507, -0.0844], [-0.0702, 0.1444, -0.1572], [-0.0759, -0.1360, -0.0198]], "mulliken_charge": [-0.34, 0.02, -0.60, -0.28, -0.73, 0.38, 0.38, -1.03, -0.96, -0.34, 0.37, -0.28, -0.44, 0.08, 0.32, 0.30, 0.31, 0.40, 0.31, 0.13, -0.21, -0.01, 0.19, 0.57, 0.13, 0.19, 0.06, 0.11, 0.11, -1.48, 0.59, -0.06, -0.21, 0.48, -0.47, -0.37, 0.33, 0.35, 0.39, 0.23, 0.16, 0.15, -1.65, 0.74, 0.26, -0.32, 0.49, -0.51, -0.36, 0.36, 0.38, 0.39, 0.30, -0.46, 0.30, -1.76, 0.93, -0.71, -0.07, 0.48, -0.57, -0.43, 0.38, 0.44, 0.38, 0.18, 0.48, 0.25, -1.51, 0.39, -0.55, -0.31, 0.61, -0.51, -0.25, 0.38, 0.36, 0.38, 0.25, 0.38, 0.30, -1.44, 0.48, -0.41, -0.32, 0.64, -0.52, -0.32, 0.37, 0.35, 0.37, 0.25, 0.33, 0.23, -1.41, 0.49, -0.50, -0.28, 0.63, -0.57, -0.33, 0.38, 0.33, 0.35, 0.25, 0.32, 0.33, -1.24, 0.44, -0.46, -0.35, 0.63, -0.54, -0.35, 0.43, 0.30, 0.16, 0.31, 0.32, 0.32, -1.51, 0.69, -0.33, -0.38, 0.67, -0.56, -0.38, 0.35, 0.34, 0.41, 0.26, 0.29, 0.27, -1.51, 0.52, -0.49, -0.39, 0.49, -0.54, -0.12, 0.40, 0.31, 0.34, 0.26, 0.33, 0.31], "spin_multiplicity": 1, "homo_lumo_gap_ev": 5.7, "total_energy_ha": -7145.36778, "charge": -1, "homo_energy_ev": -4.04}